--- P ---
C5H6OS | ωB97M-V/def2-TZVPD

## Properties
SMILES ... S=C/C=C/[C@@H]1CO1
Gap between HOMO and LUMO ... 7.61 eV
Lowest unoccupied orbital energy ... -1.256 eV

Atoms and positions in Å:
C (2.744, 0.589, 0.251)
C (1.499, -0.175, 0.068)
C (0.090, 0.189, -0.181)
C (-1.094, -0.582, -0.071)
C (-2.574, 0.042, -0.261)
H (2.660, 1.837, 0.185)
H (1.964, -1.294, 0.153)
H (-0.165, 1.246, -0.132)
H (-0.933, -1.726, -0.111)
H (-2.905, 0.916, -0.853)
H (-3.493, -0.715, -0.315)
O (-1.887, -0.033, 1.100)
S (4.094, -0.293, 0.166)

--- Q ---
C5H6OS | ωB97M-V/def2-TZVPD

## Properties
SMILES ... C=C/C=C\C(=O)S
Gap between HOMO and LUMO ... 9.38 eV
Lowest unoccupied orbital energy ... 0.265 eV

Atoms and positions in Å:
C (-1.348, 0.877, 0.179)
C (-0.204, 1.420, -0.592)
C (0.874, 0.687, -0.486)
C (1.207, -0.651, -0.134)
C (0.484, -1.288, 0.907)
H (-1.666, -0.903, -1.560)
H (0.016, 2.384, -0.885)
H (1.797, 1.339, -0.655)
H (1.702, -1.217, -0.821)
H (0.126, -0.707, 1.734)
H (0.762, -2.388, 1.298)
O (-1.470, 1.141, 1.430)
S (-2.281, -0.692, -0.414)

Tell me which of them is the least stable. Sure, it is P.

--- P ---
C5H6OS | ωB97M-V/def2-TZVPD

## Properties
Gap between HOMO and LUMO ... 9.01 eV
Lowest unoccupied orbital energy ... 0.565 eV

Atoms and positions in Å:
C (1.805, -1.847, -0.132)
C (1.059, -0.903, -0.249)
C (-0.874, 0.423, -1.202)
C (-1.075, 0.064, 1.225)
C (0.273, 0.331, -0.215)
O (0.985, 1.468, -0.016)
S (-2.155, -0.496, -0.150)
H (2.562, -2.523, 0.116)
H (-1.099, 1.430, -1.329)
H (-0.858, 0.037, -2.299)
H (-0.781, -0.628, 1.913)
H (-1.246, 1.000, 1.537)
H (1.405, 1.643, 0.803)

--- Q ---
C5H6OS | ωB97M-V/def2-TZVPD

## Properties
SMILES ... O[C@H]1[C@@H]2C=C[C@H]1S2
Gap between HOMO and LUMO ... 9.13 eV
Lowest unoccupied orbital energy ... 0.196 eV

Atoms and positions in Å:
C (-1.008, -0.655, 0.225)
C (-0.040, 0.531, 1.022)
C (-0.153, -0.056, -1.007)
C (1.346, -0.210, -0.734)
C (1.457, 0.022, 0.607)
H (-2.227, 0.793, 0.062)
H (-0.898, -1.680, 0.374)
H (0.084, 0.647, 2.247)
H (-0.343, -0.114, -2.113)
H (2.216, -0.347, -1.568)
H (2.364, -0.354, 1.147)
O (-2.341, -0.360, -0.043)
S (-0.457, 1.783, -0.218)

Tell me which of them is the least stable. Sure, it is Q.

--- P ---
C2H5NS2 | ωB97M-V/def2-TZVPD

## Properties
SMILES ... NC(=S)CS
Gap between HOMO and LUMO ... 8.92 eV
Lowest unoccupied orbital energy ... 0.385 eV

Atoms and positions in Å:
C (0.137, -0.181, -0.678)
C (0.342, 1.004, 0.115)
H (0.097, -2.122, -0.717)
H (0.079, -1.585, 0.897)
H (1.358, 1.033, 0.431)
H (0.230, 1.852, -0.545)
H (-1.782, 0.494, 1.215)
N (0.145, -1.350, -0.044)
S (-0.048, -0.080, -2.351)
S (-0.558, 0.936, 1.678)

--- Q ---
C2H5NS2 | ωB97M-V/def2-TZVPD

## Properties
Gap between HOMO and LUMO ... 8.40 eV
Lowest unoccupied orbital energy ... 0.020 eV

Atoms and positions in Å:
C (-0.357, 1.444, -0.235)
C (-0.932, -0.885, 0.473)
N (-0.997, 0.419, 0.021)
S (2.859, -0.059, -0.073)
S (-2.667, -0.357, 0.233)
H (-0.825, 2.271, -0.571)
H (-0.626, -1.658, -0.205)
H (-0.461, -1.174, 1.386)
H (1.766, -0.820, -0.177)
H (2.241, 0.819, -0.852)

Tell me which of them is the least stable. Sure, it is Q.

--- P ---
C2H5NS2 | ωB97M-V/def2-TZVPD

## Properties
Gap between HOMO and LUMO ... 9.40 eV
Lowest unoccupied orbital energy ... 0.551 eV

Atoms and positions in Å:
C (1.127, 0.758, 0.096)
C (-0.340, 0.525, -0.386)
H (1.571, -1.597, 0.496)
H (0.928, 0.686, 1.172)
H (1.667, 1.562, -0.328)
H (-0.577, 0.626, -1.461)
H (-3.034, -1.287, 0.661)
N (-1.058, -0.197, 0.354)
S (2.258, -0.681, -0.294)
S (-2.542, -0.396, -0.311)

--- Q ---
C2H5NS2 | ωB97M-V/def2-TZVPD

## Properties
Gap between HOMO and LUMO ... 8.02 eV
Lowest unoccupied orbital energy ... -0.641 eV

Atoms and positions in Å:
C (1.754, 0.546, 0.020)
C (-2.026, -0.307, -0.332)
H (1.236, 1.499, 0.873)
H (2.600, 1.243, -1.407)
H (3.016, -0.236, 0.577)
H (-1.202, -0.917, 1.550)
H (-1.268, -0.393, -1.392)
N (-0.966, -0.558, 0.540)
S (0.462, -0.846, -0.305)
S (-3.606, -0.033, -0.125)

Tell me which of them is the least stable. Sure, it is Q.

--- P ---
C2H5NS2 | ωB97M-V/def2-TZVPD

## Properties
Gap between HOMO and LUMO ... 7.42 eV
Lowest unoccupied orbital energy ... -1.046 eV

Atoms and positions in Å:
C (0.594, 1.382, -0.023)
C (0.730, -0.185, -0.013)
H (1.744, 1.694, -0.614)
H (0.371, 1.760, 1.062)
H (-0.511, 1.252, -0.761)
H (-0.260, -2.058, -0.750)
H (-2.388, -1.534, 1.318)
N (-0.442, -1.004, -0.076)
S (2.312, -0.863, -0.029)
S (-2.151, -0.444, -0.114)

--- Q ---
C2H5NS2 | ωB97M-V/def2-TZVPD

## Properties
Gap between HOMO and LUMO ... 7.88 eV
Lowest unoccupied orbital energy ... -0.666 eV

Atoms and positions in Å:
C (-0.049, -0.700, 1.547)
C (-0.447, -0.527, 0.218)
H (-0.379, -1.576, 1.922)
H (-0.173, 0.168, 2.527)
H (1.115, -0.709, 1.453)
H (0.582, -0.145, -1.625)
H (0.128, 2.941, -0.518)
N (0.440, 0.232, -0.426)
S (-1.269, -1.381, -0.890)
S (1.183, 1.697, 0.180)

Tell me which of them is the least stable. Sure, it is P.

--- P ---
C4H11N3 | ωB97M-V/def2-TZVPD

## Properties
SMILES ... [H]/N=N/C.CC(C)=N
Gap between HOMO and LUMO ... 9.75 eV
Lowest unoccupied orbital energy ... 0.919 eV

Atoms and positions in Å:
C (1.301, 0.137, -0.049)
C (1.051, -0.185, -1.542)
C (2.280, -0.821, 0.614)
C (-2.365, -0.336, -0.232)
N (0.839, 1.187, 0.443)
N (-2.780, 1.044, 1.566)
N (-2.668, 0.960, 0.325)
H (0.144, 0.381, -1.699)
H (0.723, -1.222, -1.746)
H (1.898, 0.135, -2.126)
H (3.145, -0.211, 0.790)
H (2.576, -1.633, 0.090)
H (1.909, -1.121, 1.649)
H (-2.869, -0.558, -1.155)
H (-1.251, -0.104, -0.426)
H (-2.323, -1.203, 0.387)
H (1.225, 1.467, 1.304)
H (-2.834, 2.081, 1.809)

--- Q ---
C4H11N3 | ωB97M-V/def2-TZVPD

## Properties
Gap between HOMO and LUMO (alpha / beta) ... 7.67 / 7.66 eV
Lowest unoccupied orbital energy (alpha / beta) ... 0.480 / 0.476 eV

Atoms and positions in Å:
C (-1.064, -1.774, -0.248)
N (-0.093, 0.040, 1.921)
C (0.739, -0.241, 0.790)
C (0.275, -1.107, -0.231)
H (0.202, 0.923, 2.331)
H (-1.064, 0.164, 1.658)
H (1.771, -0.394, 1.093)
H (1.038, -1.594, -0.824)
H (-1.855, -1.118, 0.118)
H (-1.043, -2.642, 0.419)
H (-1.327, -2.119, -1.248)
N (0.100, 0.664, -1.460)
C (0.876, 1.326, -0.359)
N (0.474, 2.456, 0.167)
H (0.470, 0.796, -2.400)
H (-0.894, 0.859, -1.391)
H (-0.539, 2.468, 0.298)
H (1.932, 1.292, -0.636)

Tell me which of them is the least stable. Sure, it is Q.